# 1
{
  "formula": "C33H63CrF3NO27",
  "method": "ωB97M-V/def2-TZVPD",
  "symbols": ["Cr", "C", "C", "C", "O", "H", "H", "H", "H", "H", "H", "H", "C", "C", "O", "C", "O", "C", "F", "F", "F", "H", "H", "H", "H", "H", "C", "O", "C", "O", "O", "C", "H", "H", "H", "H", "H", "H", "C", "O", "C", "O", "O", "C", "H", "H", "H", "H", "H", "H", "C", "O", "C", "O", "O", "C", "H", "H", "H", "H", "H", "H", "C", "O", "C", "O", "O", "C", "H", "H", "H", "H", "H", "H", "C", "O", "C", "O", "O", "C", "H", "H", "H", "H", "H", "H", "C", "O", "C", "O", "O", "C", "H", "H", "H", "H", "H", "H", "C", "O", "C", "O", "O", "C", "H", "H", "H", "H", "H", "H", "C", "O", "C", "O", "O", "C", "H", "H", "H", "H", "H", "H", "C", "C", "N", "H", "H", "H"],
  "xyz": [[2.325617, 2.332272, 2.203051], [0.648054, -0.679487, -0.898913], [1.122122, -0.432556, 0.559736], [2.049098, -1.550543, 1.011330], [1.459952, 0.872122, 0.834948], [0.304454, -1.699481, -1.071074], [1.514714, -0.509818, -1.537833], [-0.188304, -0.011135, -1.103663], [0.278185, -0.633588, 1.219633], [1.650620, -2.535194, 0.766823], [2.336697, -1.441170, 2.056996], [2.979874, -1.548911, 0.444096], [-1.223730, 1.172064, -3.531455], [-1.270738, 2.012351, -4.784066], [-2.553859, 1.788622, -5.385659], [-2.805873, 0.859211, -6.337280], [-1.984601, 0.127774, -6.882807], [-4.315998, 0.794543, -6.787455], [-4.614776, 1.675445, -7.797253], [-4.631102, -0.408729, -7.229304], [-5.026264, 1.126850, -5.753000], [-0.264876, 1.204615, -3.014109], [-1.391053, 0.112959, -3.727443], [-1.938036, 1.466944, -2.762748], [-0.465033, 1.807012, -5.488883], [-1.324811, 3.057429, -4.479132], [-2.452580, -2.710063, 0.147358], [-1.950035, -3.307042, 1.320786], [-2.396823, -3.058282, 2.644185], [-2.202210, -3.833420, 3.580481], [-2.861443, -1.744671, 2.740016], [-3.561955, -1.304810, 3.921370], [-1.686915, -2.899009, -0.605081], [-2.548588, -1.624490, 0.127056], [-3.413393, -3.169028, -0.085672], [-4.040618, -2.041502, 4.566560], [-4.269951, -0.488569, 3.777827], [-2.867743, -0.770335, 4.569842], [3.187466, 2.007590, -1.945739], [4.432922, 2.588976, -1.659486], [4.674545, 2.932531, -0.381162], [3.853556, 2.681941, 0.551027], [5.916687, 3.515266, -0.333578], [6.584074, 3.773594, 0.952580], [3.156896, 1.977796, -3.034901], [2.331843, 2.518127, -1.503752], [3.092541, 0.954159, -1.682361], [6.266095, 3.050993, 1.704140], [6.286776, 4.766986, 1.288580], [7.669015, 3.673892, 0.920062], [-0.414606, 3.481985, -0.919599], [-0.579084, 4.510965, -0.039236], [0.266254, 4.733686, 0.990872], [1.109359, 3.912292, 1.431202], [0.077549, 5.982411, 1.414682], [0.545762, 6.424274, 2.650598], [-0.610386, 2.539552, -0.408141], [0.635141, 3.277035, -1.129667], [-1.014919, 3.513739, -1.828848], [1.624957, 6.577063, 2.640269], [0.262906, 5.645719, 3.359069], [0.046369, 7.381010, 2.803452], [5.597694, -0.261516, 1.492377], [5.855299, -0.097363, 2.841357], [4.886911, 0.319600, 3.649211], [3.696915, 0.608710, 3.375368], [5.442912, 0.370481, 4.859125], [4.713277, 0.912571, 5.988770], [6.577327, -0.536503, 1.101485], [5.102938, 0.586638, 1.019142], [4.950890, -1.130726, 1.373087], [4.867336, 0.250687, 6.840984], [3.625593, 0.968423, 5.944900], [5.066721, 1.916589, 6.223566], [-2.460810, 1.430373, 1.728098], [-2.558096, 2.849840, 1.970572], [-3.427865, 3.314514, 2.907439], [-4.316281, 2.692481, 3.415986], [-3.189616, 4.617352, 2.896561], [-4.024047, 5.451944, 3.696767], [-3.408629, 0.912395, 1.581670], [-1.993872, 0.908932, 2.563666], [-1.718589, 1.230684, 0.955216], [-3.924359, 6.422362, 3.210509], [-3.666155, 5.490074, 4.725620], [-5.048560, 5.083482, 3.644707], [0.506494, -0.914944, 4.317359], [0.079382, 0.237392, 5.045990], [0.309082, 1.452992, 4.596541], [0.874231, 1.764808, 3.511324], [-0.334502, 2.204264, 5.423365], [-0.257535, 3.611079, 5.436030], [0.199833, -1.809659, 4.859160], [1.579733, -0.867857, 4.132854], [-0.071360, -0.924202, 3.393187], [-0.133304, 3.886949, 4.388861], [0.491284, 4.094752, 6.063277], [-1.233358, 4.032449, 5.677552], [-2.975035, -7.503211, -1.656548], [-2.106514, -6.536607, -1.133158], [-0.816537, -6.705843, -1.314473], [-0.257799, -7.568440, -2.001513], [-0.234893, -5.691942, -0.657816], [1.148898, -5.623856, -0.784556], [-3.572551, -7.092973, -2.470655], [-3.590297, -7.693440, -0.777138], [-2.459828, -8.412958, -1.964829], [1.396710, -5.207963, -1.761144], [1.576477, -6.600111, -0.556070], [1.381453, -4.828057, -0.076937], [-5.114862, -3.638989, -6.259615], [-4.135933, -3.137774, -5.389493], [-3.123558, -3.851291, -4.890374], [-2.912366, -5.051810, -5.024726], [-2.370125, -2.977601, -4.124610], [-1.225865, -3.452956, -3.339478], [-4.662923, -3.797115, -7.238819], [-5.963462, -2.957627, -6.320689], [-5.497903, -4.626144, -6.000988], [-1.662866, -3.983797, -2.493703], [-0.601136, -2.636277, -2.977721], [-0.430934, -4.031908, -3.809602], [3.388308, -2.275170, -4.156060], [2.128767, -1.473025, -4.111207], [1.158423, -0.830623, -4.068454], [3.192094, -3.151317, -4.774103], [3.738945, -2.542528, -3.159224], [4.128602, -1.628656, -4.627307]],
  "atomic_forces_ev_per_a": [[-0.8, -2.4, -2.2], [0.6, 0.4, 1.1], [-1.4, -0.7, 0.8], [1.2, 0.2, -0.7], [1.5, 1.3, 0.1], [0.0, -0.1, 0.2], [-0.3, 0.2, -0.3], [0.2, 0.1, -0.3], [-1.1, -0.3, 0.0], [-0.4, 0.0, 0.5], [-0.2, -0.2, 0.1], [0.4, 0.3, -0.2], [0.4, -0.7, 0.7], [-0.3, -0.4, 0.5], [-1.7, -0.6, -1.4], [2.6, -1.0, -1.3], [-1.6, 1.6, 1.4], [1.3, 1.1, -0.8], [0.6, -0.6, 0.8], [0.0, -0.2, 0.2], [-1.5, 0.1, 1.1], [0.3, 0.2, -0.4], [0.0, 0.0, -0.2], [-0.4, 0.3, -0.3], [-0.1, 0.0, 0.1], [0.3, 0.1, -0.4], [-0.2, 0.4, -0.5], [-0.3, -0.1, 3.6], [1.1, 0.0, 0.1], [-0.8, 2.2, -2.9], [-0.6, -1.5, -0.2], [0.6, 0.7, 1.4], [-0.3, -0.4, 0.0], [-0.1, 0.1, 0.7], [0.1, 0.0, -0.3], [0.2, -0.6, -0.7], [-0.3, -0.4, -1.2], [0.6, -0.4, 0.1], [-1.2, -1.1, -1.1], [1.2, 1.0, 2.3], [-0.4, -0.5, 0.6], [2.4, 1.2, -1.4], [-1.3, -1.1, 0.6], [-1.2, -0.2, 0.4], [-0.3, 0.5, 0.0], [0.4, 0.1, -0.1], [0.4, 0.1, 0.7], [-0.3, -0.1, -0.1], [0.2, 0.0, -0.1], [-0.2, 0.1, -0.9], [1.3, -3.6, -0.2], [0.7, 2.9, 2.4], [0.3, -1.0, -0.7], [-1.6, 2.0, -0.6], [-0.6, -1.4, -2.0], [0.4, -0.2, 0.7], [-0.6, -0.2, 0.0], [0.1, 0.7, -0.5], [0.0, 0.8, 0.4], [0.0, -0.1, 0.0], [0.2, 0.5, 0.5], [0.0, -0.3, 0.3], [-0.3, -1.3, -1.4], [-0.7, 1.0, 2.0], [-0.9, 0.5, 0.4], [2.4, -0.1, 0.1], [-1.1, 0.4, 0.2], [-0.3, -0.1, 0.6], [-0.2, 0.4, -0.5], [0.3, 0.1, 0.1], [-0.1, 0.0, -0.2], [0.6, 0.0, -0.2], [0.0, -0.2, -1.0], [0.3, -0.2, -0.2], [0.4, -0.5, 0.9], [0.4, -0.9, 0.2], [0.0, -0.6, -2.4], [0.4, 0.2, 0.7], [0.3, 0.2, 0.8], [-0.2, 0.1, -0.4], [-0.1, 0.5, -0.4], [-0.1, 0.2, 0.6], [-0.4, 0.5, -0.4], [-0.2, 0.0, 0.3], [-0.1, 0.0, 0.0], [0.0, 0.2, 0.2], [-0.2, -0.2, -0.9], [0.6, 0.1, 0.0], [0.2, -1.2, -2.0], [-0.7, -0.2, 2.7], [-0.1, 1.1, 1.6], [-0.6, 1.2, -1.9], [0.2, 0.3, 0.3], [-0.1, -0.1, 0.0], [0.4, -0.1, -0.3], [0.4, 0.4, 0.0], [0.2, -0.7, 0.1], [0.0, -0.5, 0.4], [-1.0, -0.8, 0.5], [0.5, 0.6, -0.1], [1.0, -0.9, -1.6], [-1.0, 1.8, 1.7], [-1.1, -0.6, -0.3], [0.5, 0.9, 0.3], [0.2, 0.0, 0.0], [-0.5, -0.5, -0.4], [0.0, 0.2, 0.0], [0.3, -0.5, -0.3], [0.4, 0.3, -0.2], [0.6, -0.4, 0.3], [-0.1, -1.4, -1.1], [0.8, 0.9, 1.2], [0.8, -1.4, 0.6], [-0.4, 2.2, 0.2], [0.4, -0.5, -0.8], [-0.6, -0.3, 0.2], [-0.1, 0.3, -0.2], [0.4, 0.2, 0.2], [0.1, 0.0, 0.6], [0.4, -0.2, 0.0], [-0.9, 0.8, -0.1], [-0.8, -0.6, -0.8], [-0.9, 0.8, -0.3], [-0.9, 0.6, 0.3], [1.8, -1.2, -0.2], [0.2, 0.0, 0.1], [-0.2, 0.0, -0.1], [0.1, -0.2, -0.1]],
  "homo_energy_ev": [-10.203, -10.225],
  "multiplicity": 5,
  "charge": 1,
  "s_squared": 6.0076,
  "orbital_gap_ha": [0.26783, 0.26349],
  "relative_energy_kj_mol": 316.5
}



# 2
{
  "formula": "C28H21N7O2S3TeTl",
  "method": "ωB97M-V/def2-TZVPD",
  "symbols": ["Tl", "S", "C", "C", "C", "C", "C", "C", "C", "C", "C", "N", "H", "H", "H", "H", "H", "H", "N", "C", "N", "C", "N", "N", "C", "N", "C", "C", "C", "C", "C", "N", "H", "H", "H", "H", "H", "H", "H", "H", "O", "C", "O", "C", "C", "C", "C", "C", "C", "S", "H", "H", "H", "H", "Te", "C", "C", "C", "C", "S", "H", "H", "H"],
  "xyz": [[0.015075, 0.012597, -2.095247], [2.418255, 2.416200, 1.122416], [3.272390, 0.918982, 0.796560], [2.620551, 0.206334, -0.174182], [1.406413, 0.808302, -0.598129], [1.092472, 1.909025, 0.101648], [-0.092838, 2.780646, -0.127467], [-0.356875, 3.931380, 0.585712], [-1.450735, 4.668231, 0.221602], [-2.247385, 4.285666, -0.874131], [-1.855925, 3.153053, -1.534250], [-0.812090, 2.435367, -1.177107], [4.149985, 0.752246, 1.386516], [2.936263, -0.782118, -0.544175], [0.261715, 4.286582, 1.465772], [-1.598843, 5.646068, 0.597843], [-3.092894, 4.879718, -1.125216], [-2.342154, 2.783781, -2.440108], [-1.473106, -0.070587, 1.758004], [-0.947586, 0.527951, 2.866861], [-1.592623, 1.492972, 3.539859], [-0.909254, 1.819144, 4.645201], [-1.581557, 2.534107, 5.530232], [0.373909, 1.623286, 4.930105], [0.905467, 0.746733, 4.098045], [0.275104, 0.128585, 3.129132], [2.274344, 0.253330, 4.414467], [3.141946, 1.058344, 5.053874], [4.410252, 0.609401, 5.368166], [4.740917, -0.706495, 5.068940], [3.815828, -1.445591, 4.312666], [2.635595, -0.993185, 4.004983], [-2.365454, 0.191216, 1.403389], [-0.876992, -0.589694, 1.171360], [-2.572813, 2.640925, 5.370543], [-1.119986, 2.969802, 6.313229], [2.777012, 2.000222, 5.317697], [5.133778, 1.238421, 5.881912], [5.673827, -1.077851, 5.381844], [3.997833, -2.528146, 4.114213], [-3.843090, -0.694544, -0.822923], [-2.701510, -0.972939, -1.177354], [-1.675054, -0.250526, -0.844806], [-2.603003, -2.289066, -1.997801], [-3.894132, -2.950479, -2.072547], [-3.943966, -4.196567, -2.678886], [-2.860514, -4.826875, -3.261785], [-1.587503, -4.214813, -3.119480], [-1.506893, -2.968911, -2.478867], [0.179236, -2.520529, -2.212360], [-4.696104, -2.612289, -1.455707], [-4.870096, -4.820326, -2.586136], [-2.964225, -5.869623, -3.463314], [-0.685662, -4.811914, -3.360149], [-1.225315, 0.565653, -4.723162], [0.015762, -0.607588, -5.920892], [0.214426, -1.947828, -5.812478], [1.238299, -2.483426, -6.706112], [1.787603, -1.490446, -7.435221], [1.007988, 0.039916, -7.119789], [-0.396587, -2.475519, -5.081225], [1.482348, -3.542538, -6.706698], [2.488164, -1.573750, -8.225102]],
  "atomic_forces_ev_per_a": [[0.8, 0.1, -1.1], [-0.2, -1.1, 0.2], [-0.9, 1.0, -0.4], [0.6, -0.6, 0.4], [-0.2, -0.9, -0.5], [0.1, 1.6, 0.1], [1.3, -0.7, -0.1], [0.6, 0.8, 1.8], [-0.4, 0.0, -1.6], [0.9, 0.2, 1.4], [-0.5, -0.5, -1.0], [0.0, -0.2, -0.2], [0.4, -0.4, -0.1], [0.0, 0.6, 0.3], [-0.6, -0.7, -1.3], [-0.3, 0.7, 0.9], [-0.5, 0.2, -0.5], [-0.2, 0.2, 0.3], [-0.5, 1.3, 2.4], [-1.1, 0.0, -2.4], [0.2, -1.2, 0.4], [-0.2, 1.0, -0.9], [-1.4, 1.1, 1.3], [0.3, -0.2, 0.1], [0.0, -1.5, -0.1], [1.9, -0.6, 0.3], [0.1, -1.7, -1.5], [0.9, 0.2, 0.5], [0.5, -0.6, 0.2], [-1.0, 1.1, -0.7], [0.8, -1.1, 1.2], [-1.5, 0.8, -0.2], [-0.4, 0.2, -0.3], [0.6, -0.5, -0.5], [0.3, 0.2, 0.1], [-0.1, -0.2, -0.2], [-0.2, 1.5, 0.5], [-0.2, 0.0, 0.0], [1.0, -0.7, 0.1], [0.0, 1.0, -0.2], [0.3, 0.4, 0.3], [-0.4, -0.4, -0.1], [-1.4, -0.8, -0.1], [-2.6, 0.0, 0.6], [2.6, -0.7, -0.4], [-1.9, -0.5, 0.3], [1.9, 1.1, 1.3], [-1.8, -1.4, -0.3], [1.7, -0.2, -0.4], [0.5, 0.3, 0.2], [-0.4, 0.5, -0.2], [0.7, 0.8, -0.2], [0.1, -0.5, -0.7], [-0.5, 0.8, 0.0], [0.1, 0.2, 0.8], [-0.1, -0.5, 0.3], [0.0, -0.6, 0.0], [-1.3, 0.3, 1.5], [-0.8, 0.7, -0.1], [1.2, 0.0, -0.7], [0.5, -0.3, -0.3], [0.2, 0.3, -0.2], [0.6, 0.0, -0.5]],
  "homo_energy_ev": -4.752,
  "charge": -1,
  "orbital_gap_ha": 0.25688,
  "relative_energy_kj_mol": 66.8
}



# 3
{
  "formula": "C2H7N2O",
  "method": "ωB97M-V/def2-TZVPD",
  "symbols": ["C", "N", "H", "H", "H", "H", "C", "N", "O", "H", "H", "H"],
  "xyz": [[-1.213909, 1.886914, -1.210058], [-0.066915, 1.391271, -1.408013], [-1.189099, 2.955434, -1.245003], [-2.179602, 1.355296, -0.768630], [0.353208, 0.652127, -0.652618], [0.808176, 1.668432, -2.071940], [0.747354, -1.000246, 0.742528], [0.607081, -1.841589, 1.741225], [-0.186457, -0.448338, 0.067223], [1.764507, -0.571876, 0.754186], [-0.330654, -2.178951, 1.880772], [1.283289, -2.461534, 2.038143]],
  "atomic_forces_ev_per_a": [[-1.0, 0.4, 1.2], [4.5, -0.9, -1.2], [-1.3, 0.8, -1.4], [2.7, 0.7, -0.5], [-2.4, -0.9, -1.6], [-3.2, 0.8, 2.1], [-0.5, 2.4, 0.0], [-3.0, 0.3, -1.0], [2.4, -2.1, 2.3], [0.0, -0.4, -0.8], [-0.4, -0.2, 0.1], [2.1, -1.0, 0.7]],
  "homo_energy_ev": -15.018,
  "charge": 1,
  "orbital_gap_ha": 0.37281,
  "relative_energy_kj_mol": 266.4
}